No. 1
# C7H15HgO11S2

A molecular structure, C7H15HgO11S2 (ωB97M-V/def2-TZVPD, the OMol25 dataset).

```
36
Properties=species:S:1:pos:R:3:mulliken_charge:R:1
Hg 16.48 7.79 -23.93 2.38
O 19.52 7.99 -21.02 -0.56
C 18.67 8.22 -22.01 0.92
O 17.51 8.40 -21.64 -0.80
O 18.94 8.22 -23.21 -0.71
H 18.78 8.14 -20.42 0.31
O 12.61 8.08 -22.17 -0.54
C 13.72 7.70 -22.88 0.80
O 14.61 6.94 -22.54 -0.80
O 14.02 8.35 -23.81 -0.69
H 12.40 8.66 -22.90 0.31
O 16.11 7.62 -28.08 -0.55
C 16.35 7.66 -26.79 0.85
O 17.31 8.10 -26.12 -0.74
O 15.51 7.09 -26.10 -0.76
H 15.24 7.22 -27.99 0.31
C 15.32 12.28 -25.23 -0.96
S 16.79 11.61 -24.44 0.23
O 16.49 10.14 -24.20 -0.79
C 17.73 11.52 -25.99 -0.90
H 15.66 12.99 -25.98 0.39
H 14.74 12.75 -24.44 0.30
H 14.69 11.58 -25.78 0.31
H 18.61 10.90 -25.79 0.31
H 17.97 12.48 -26.43 0.41
H 17.06 10.97 -26.65 0.24
C 17.42 4.62 -21.53 -0.88
S 17.24 4.27 -23.28 0.37
O 17.23 5.58 -24.04 -0.70
C 18.94 3.39 -23.48 -1.03
H 16.59 5.21 -21.13 0.29
H 18.30 5.24 -21.34 0.21
H 17.45 3.81 -20.81 0.44
H 19.70 3.92 -22.90 0.31
H 19.21 3.14 -24.51 0.34
H 19.00 2.40 -23.02 0.40
```

Values from the calculation:
HOMO in eV: -4.94
Charge: -1
Total energy in Eh: -2053.14707
Spin multiplicity: 1
HOMO-LUMO gap in Ha: 0.274



No. 2
# C16H23BN6O4S2TeV

A molecular structure, C16H23BN6O4S2TeV (ωB97M-V/def2-TZVPD, the OMol25 dataset).

```
54
Properties=species:S:1:pos:R:3:mulliken_charge:R:1
V 0.83 0.68 -0.53 0.39
C -1.61 2.79 -3.53 -1.02
N -2.20 1.68 -2.80 0.45
C -3.12 0.77 -3.32 -0.44
C -3.53 0.02 -2.27 -0.59
N -2.89 0.47 -1.14 0.16
B -3.26 -0.02 0.30 -0.28
N -2.21 -0.99 1.01 0.54
C -2.51 -1.38 2.30 -0.98
C -1.53 -2.19 2.74 -0.30
N -0.63 -2.30 1.71 0.31
C 0.60 -3.09 1.74 -0.81
C -1.06 -1.58 0.65 -0.09
S -0.20 -1.47 -0.85 -0.38
C -2.07 1.48 -1.48 0.03
S -1.00 2.37 -0.45 -0.53
H -1.89 2.70 -4.58 0.34
H -0.53 2.77 -3.43 0.28
H -1.97 3.74 -3.14 0.32
H -3.38 0.75 -4.36 0.47
H -4.22 -0.80 -2.23 0.52
H -3.39 0.94 1.03 -0.02
H -4.30 -0.65 0.18 -0.20
H -3.40 -1.03 2.79 0.51
H -1.40 -2.70 3.68 0.47
H 0.81 -3.33 2.78 0.31
H 1.42 -2.50 1.33 0.26
H 0.50 -4.00 1.16 0.30
C -0.79 1.49 3.05 -1.12
C 0.61 1.05 2.77 0.03
N 1.14 0.71 1.60 0.23
C 2.46 0.38 1.86 -0.01
C 2.72 0.52 3.18 0.00
N 1.54 0.93 3.74 0.00
C 3.90 0.34 4.07 0.51
O 5.03 0.01 3.49 -0.54
O 3.77 0.53 5.26 -0.62
C 3.36 0.03 0.73 0.96
O 4.54 -0.25 0.94 -0.90
O 2.78 0.08 -0.41 -0.21
H -1.38 1.47 2.13 -0.06
H -0.79 2.51 3.44 0.45
H -1.25 0.84 3.78 0.38
H 1.43 1.12 4.72 0.25
H 4.93 -0.04 2.50 0.46
C 0.65 0.32 -4.85 -1.01
Te 1.86 0.59 -3.14 0.29
C 2.50 -1.42 -3.19 -0.96
H 0.02 -0.55 -4.70 0.31
H 1.31 0.19 -5.71 0.39
H 0.03 1.20 -5.01 0.26
H 3.10 -1.56 -4.08 0.37
H 1.61 -2.05 -3.21 0.33
H 3.08 -1.59 -2.29 0.20
```

Values from the calculation:
HOMO (spin up / spin down) in eV: -7.22 / -8.35
Charge: 0
Total energy in Eh: -3286.47342
Spin multiplicity: 4
HOMO-LUMO gap (spin up / spin down) in Ha: 0.274 / 0.315



No. 3
# C4H6N2

2 unconnected molecules or ions with the total composition C4H6N2 (ωB97M-V/def2-TZVPD, the OMol25 dataset).

```
12
Properties=species:S:1:pos:R:3:mulliken_charge:R:1
N -1.95 -0.76 -1.45 -0.46
C -1.52 0.10 -0.81 0.45
C -0.84 0.99 0.13 -0.52
C 0.27 0.25 0.87 -0.01
C 0.73 -1.16 -0.94 -0.43
N 1.34 0.88 1.12 -0.68
H -0.44 1.87 -0.38 0.27
H -1.57 1.31 0.89 0.29
H -0.05 -0.68 1.36 0.45
H 1.32 -0.93 -1.84 0.21
H 0.82 -2.25 -0.78 0.18
H 1.90 0.38 1.82 0.26
```

Values from the calculation:
HOMO (spin up / spin down) in eV: -9.07 / -9.07
Charge: 0
Total energy in Eh: -265.31294
Spin multiplicity: 1
HOMO-LUMO gap (spin up / spin down) in Ha: 0.301 / 0.296



No. 4
# C4H4ErLiO5

A molecular structure, C4H4ErLiO5 (ωB97M-V/def2-TZVPD, the OMol25 dataset).

```
15
Properties=species:S:1:pos:R:3:mulliken_charge:R:1
O 1.22 0.07 0.42 -0.29
C 1.88 -0.19 -0.70 0.81
C 0.44 -1.03 0.88 -0.15
O 2.55 0.64 -1.30 -0.77
O 1.53 -1.40 -1.14 -0.30
C 0.56 -1.99 -0.30 -0.31
H -0.43 -0.67 1.44 0.29
H 0.79 -1.65 1.71 0.21
H -0.40 -2.11 -0.81 0.25
H 0.92 -2.96 0.04 0.30
O -3.09 1.19 1.01 -0.33
C -2.12 1.69 0.69 0.23
O -1.47 2.75 0.28 -0.54
Li 1.47 2.26 -1.51 0.93
Er -3.86 3.40 -0.71 0.68
```

Values from the calculation:
HOMO (spin up / spin down) in eV: -8.37 / -9.99
Charge: +1
Total energy in Eh: -1553.21253
Spin multiplicity: 5
HOMO-LUMO gap (spin up / spin down) in Ha: 0.165 / 0.216



No. 5
# C15H23CrN9S2

A molecular structure, C15H23CrN9S2 (ωB97M-V/def2-TZVPD, the OMol25 dataset).

```
50
Properties=species:S:1:pos:R:3:mulliken_charge:R:1
Cr -0.10 -0.37 0.55 -0.09
C -0.86 4.32 -1.54 -1.27
C -0.16 3.86 -0.32 0.97
N 0.48 4.59 0.52 -0.75
N 0.97 3.73 1.46 0.22
C 0.65 2.47 1.22 0.31
S 1.02 1.05 2.08 -0.39
N -0.08 2.53 0.08 0.47
N -0.60 1.39 -0.52 -0.75
H -0.82 5.41 -1.56 0.36
H -1.90 4.01 -1.54 0.33
H -0.38 3.93 -2.44 0.32
H 1.52 4.08 2.23 0.19
H -1.61 1.47 -0.61 0.37
H -0.18 1.26 -1.44 0.34
C -0.13 -2.34 2.16 -1.08
C -1.19 -1.42 2.78 0.56
C -2.30 -2.25 3.41 -1.60
C -1.70 -0.45 1.73 -0.89
H 0.45 -2.87 2.92 0.49
H 0.70 -1.80 1.63 0.26
H -0.56 -3.07 1.48 0.32
H -0.70 -0.83 3.57 0.25
H -2.79 -2.87 2.66 0.36
H -3.06 -1.60 3.86 0.39
H -1.91 -2.90 4.19 0.40
H -2.00 0.52 2.14 0.41
H -2.53 -0.87 1.15 0.48
C 2.15 -0.31 -4.11 -0.90
N 2.02 -1.53 -3.33 0.09
C 1.70 -2.80 -3.99 -0.53
C 1.66 -3.79 -2.82 -0.66
N 1.56 -2.88 -1.67 0.06
C 1.87 -1.62 -2.02 0.19
S 2.02 -0.33 -0.89 -0.39
H 1.19 -0.06 -4.56 0.33
H 2.88 -0.48 -4.89 0.30
H 2.49 0.49 -3.46 0.34
H 2.47 -3.04 -4.72 0.48
H 0.74 -2.71 -4.49 0.17
H 2.56 -4.39 -2.75 0.37
H 0.79 -4.44 -2.86 0.36
H 1.68 -3.18 -0.72 0.23
N -0.87 -1.47 -0.85 -0.06
C -1.27 -1.91 -1.85 0.59
C -1.62 -2.27 -3.12 -0.22
C -2.07 -3.57 -3.43 0.15
N -2.38 -4.65 -3.68 -0.47
C -1.29 -1.30 -4.10 0.16
N -0.97 -0.45 -4.81 -0.59
```

Values from the calculation:
HOMO (spin up / spin down) in eV: -11.17 / -11.19
Charge: +1
Total energy in Eh: -2918.74399
Spin multiplicity: 2
HOMO-LUMO gap (spin up / spin down) in Ha: 0.251 / 0.271



No. 6
# C4H3N3O

A molecular structure, C4H3N3O (ωB97M-V/def2-TZVPD, the OMol25 dataset).

```
11
Properties=species:S:1:pos:R:3:mulliken_charge:R:1
C -0.85 -0.36 -0.82 0.45
C 0.86 1.02 -0.03 0.01
C 1.17 0.10 1.10 0.13
C -0.82 -0.83 0.67 0.37
H -1.36 0.06 -2.31 0.35
H 1.30 2.26 0.15 0.25
H 2.51 0.15 1.38 0.25
N -1.73 -0.64 -1.68 -0.54
N 0.08 0.75 -0.93 -0.46
N 0.40 -0.85 1.44 -0.43
O -1.55 -1.66 1.02 -0.38
```

Values from the calculation:
HOMO in eV: -9.73
Charge: 0
Total energy in Eh: -393.57410
Spin multiplicity: 1
HOMO-LUMO gap in Ha: 0.300



Result set for energy relative to the best compared isomer or geometry (same formula, charge and spin): 48.20, 0.00, 139.70, 41.55, 9.49, 91.18 kcal per mole, one per record in the order listed.